[1]
95
Properties=species:S:1:pos:R:3 method="wB97M-V/def2-TZVPD" smiles="COCCCNS(=O)(=O)F.CCOCC.CCOCC.CCOCC.CCOCC.CCOCC" homo_energy_ev=-9.486 charge=0 homo_lumo_gap_ev=9.95 spin_multiplicity=1
C -1.545 3.589 -2.145
O -0.354 2.843 -2.384
C 0.299 2.476 -1.191
C 1.051 3.653 -0.573
C 2.103 3.222 0.430
N 1.562 2.556 1.651
S 0.310 3.280 2.431
O 0.418 2.972 3.816
O -0.912 3.022 1.762
F 0.632 4.804 2.273
H -2.122 3.553 -3.063
H -2.098 3.138 -1.320
H -1.322 4.631 -1.915
H -0.397 2.029 -0.479
H 1.024 1.709 -1.470
H 0.367 4.404 -0.183
H 1.585 4.130 -1.397
H 2.720 2.472 -0.064
H 2.770 4.044 0.687
H 2.289 2.552 2.362
C -3.040 8.408 -4.015
C -3.230 6.901 -3.996
O -3.251 6.341 -2.696
C -4.290 6.788 -1.845
C -5.685 6.474 -2.359
H -2.167 8.689 -3.424
H -2.897 8.754 -5.039
H -3.904 8.933 -3.606
H -2.389 6.421 -4.499
H -4.132 6.620 -4.551
H -4.187 7.860 -1.642
H -4.125 6.271 -0.899
H -5.928 7.047 -3.255
H -6.427 6.720 -1.599
H -5.771 5.415 -2.604
C -0.194 -0.507 2.645
C -0.833 -1.207 1.459
O 0.100 -1.763 0.548
C 0.949 -2.763 1.078
C 0.215 -3.987 1.599
H 0.543 0.217 2.301
H -0.953 0.015 3.228
H 0.312 -1.209 3.311
H -1.405 -0.484 0.876
H -1.542 -1.971 1.798
H 1.595 -2.346 1.860
H 1.601 -3.052 0.253
H -0.375 -3.754 2.487
H 0.927 -4.768 1.869
H -0.466 -4.375 0.839
C 5.340 -5.737 3.678
C 4.028 -6.433 4.000
O 3.196 -6.638 2.873
C 3.731 -7.455 1.849
C 4.038 -8.876 2.292
H 5.156 -4.817 3.122
H 5.868 -5.490 4.600
H 6.000 -6.366 3.078
H 3.442 -5.812 4.677
H 4.213 -7.381 4.519
H 4.620 -6.989 1.409
H 2.967 -7.473 1.071
H 4.866 -8.912 3.001
H 4.315 -9.484 1.430
H 3.166 -9.322 2.771
C -1.272 -6.709 4.098
C -2.746 -7.063 4.198
O -3.311 -6.815 5.472
C -3.280 -5.467 5.903
C -4.048 -4.513 5.002
H -0.708 -7.184 4.902
H -0.868 -7.043 3.141
H -1.109 -5.633 4.166
H -2.879 -8.132 4.029
H -3.317 -6.547 3.418
H -2.246 -5.126 6.027
H -3.731 -5.474 6.895
H -3.572 -4.401 4.026
H -4.097 -3.524 5.460
H -5.063 -4.876 4.840
C 2.960 4.437 -7.759
C 2.953 3.105 -7.026
O 2.902 3.225 -5.618
C 1.751 3.869 -5.098
C 0.446 3.164 -5.414
H 3.746 5.084 -7.366
H 3.136 4.278 -8.823
H 2.010 4.964 -7.656
H 3.880 2.570 -7.234
H 2.135 2.473 -7.389
H 1.715 4.914 -5.429
H 1.895 3.884 -4.017
H 0.206 3.206 -6.479
H -0.368 3.636 -4.868
H 0.498 2.116 -5.122

***

[2]
64
Properties=species:S:1:pos:R:3 method="wB97M-V/def2-TZVPD" homo_energy_ev=-11.210 charge=+1 homo_lumo_gap_ev=4.51 spin_multiplicity=1
C 1.112 2.602 1.536
C 0.538 2.747 0.222
C -0.898 2.618 0.348
H 1.095 2.840 -0.718
C -1.208 2.441 1.739
C 0.029 2.394 2.469
H 0.128 2.189 3.542
H 2.182 2.570 1.779
H -1.621 2.606 -0.477
H -2.200 2.221 2.153
Sn 0.109 0.514 0.923
Cl -1.535 -0.919 1.396
P -0.934 -0.643 -2.418
C -2.479 -0.107 -3.246
C -2.552 0.334 -4.573
H -1.652 0.371 -5.179
C -3.774 0.721 -5.123
H -3.812 1.062 -6.155
C -4.938 0.669 -4.361
H -5.889 0.970 -4.794
C -4.876 0.233 -3.037
H -5.780 0.193 -2.435
C -3.661 -0.141 -2.478
H -3.612 -0.467 -1.443
C 0.324 -0.151 -3.656
C 0.792 1.178 -3.598
H 0.404 1.846 -2.834
C 1.734 1.634 -4.511
H 2.079 2.664 -4.460
C 2.247 0.773 -5.483
H 2.991 1.130 -6.191
C 1.803 -0.545 -5.538
H 2.199 -1.222 -6.291
C 0.847 -1.006 -4.634
H 0.502 -2.033 -4.691
C -1.000 -2.455 -2.676
C -1.919 -3.101 -3.514
H -2.651 -2.516 -4.062
C -1.895 -4.488 -3.653
H -2.616 -4.974 -4.306
C -0.955 -5.249 -2.964
H -0.939 -6.331 -3.075
C -0.036 -4.617 -2.125
H 0.698 -5.205 -1.581
C -0.062 -3.237 -1.972
H 0.644 -2.747 -1.307
C 2.646 1.670 9.130
C 2.500 1.172 7.717
C 2.527 2.078 6.650
C 2.363 1.638 5.333
C 2.164 0.282 5.067
C 2.152 -0.631 6.125
C 2.318 -0.187 7.438
S 1.885 -0.336 3.302
O 2.807 0.289 2.403
O 1.944 -1.751 3.291
O 0.368 0.096 2.984
H 3.609 2.183 9.246
H 1.839 2.377 9.356
H 2.597 0.846 9.847
H 2.663 3.148 6.845
H 2.371 2.362 4.520
H 1.991 -1.691 5.936
H 2.290 -0.911 8.260

***

[3]
99
Properties=species:S:1:pos:R:3 method="wB97M-V/def2-TZVPD" homo_energy_ev=-4.293 charge=-1 homo_lumo_gap_ev=5.64 spin_multiplicity=1
C 1.240 0.928 -2.334
C -0.271 1.309 -2.336
C -0.950 1.137 -3.729
C -2.040 0.034 -3.709
O -2.899 0.369 -2.645
C -4.215 -0.069 -2.798
C -5.023 0.532 -3.986
C -5.650 1.947 -3.701
C -7.109 1.911 -3.130
C -7.195 2.879 -1.899
O -7.627 2.216 -0.720
O -4.416 -1.476 -2.902
P -5.764 -2.021 -1.897
O -5.934 -0.475 -0.986
C -4.873 0.278 -1.375
Br -3.398 -0.159 -0.012
H 1.579 1.016 -1.291
H 1.276 -0.143 -2.585
H 1.839 1.536 -3.018
H -0.745 0.668 -1.581
H -0.405 2.344 -1.994
H -1.489 2.080 -3.919
H -0.234 1.007 -4.550
H -1.541 -0.938 -3.568
H -2.519 0.011 -4.696
H -4.436 0.624 -4.911
H -5.831 -0.163 -4.204
H -5.701 2.448 -4.682
H -4.937 2.495 -3.071
H -7.320 0.916 -2.718
H -7.869 2.145 -3.881
H -6.255 3.422 -1.723
H -7.968 3.631 -2.121
H -6.877 1.786 -0.309
H -5.768 -3.356 -2.510
H -6.745 -1.606 -2.868
H -6.862 -2.506 -1.054
H -4.817 -2.586 -0.963
H -4.916 1.368 -1.248
C -8.420 -3.615 -5.789
C -9.803 -3.018 -5.880
O -9.659 -1.793 -5.166
C -8.344 -1.451 -5.196
O -7.909 -0.414 -4.828
O -7.591 -2.461 -5.692
H -8.156 -4.207 -6.664
H -8.283 -4.224 -4.893
H -10.096 -2.796 -6.910
H -10.566 -3.644 -5.421
C -2.006 0.073 3.431
C -2.141 -0.393 4.857
O -0.919 -1.114 5.060
C -0.010 -0.643 4.172
O 1.147 -0.918 4.175
O -0.588 0.178 3.272
H -2.487 1.032 3.252
H -2.387 -0.651 2.709
H -2.185 0.435 5.568
H -3.002 -1.039 5.012
C 5.691 0.033 0.490
C 4.406 0.751 0.177
O 4.735 1.492 -1.002
C 5.772 0.860 -1.605
O 6.181 1.124 -2.690
O 6.284 -0.109 -0.809
H 5.532 -0.937 0.953
H 6.358 0.618 1.119
H 3.587 0.066 -0.053
H 4.093 1.418 0.978
C 10.599 0.657 1.196
C 10.480 -0.700 0.547
O 9.563 -1.376 1.409
C 8.825 -0.438 2.049
O 7.863 -0.667 2.701
O 9.330 0.806 1.836
H 10.766 1.456 0.478
H 11.383 0.690 1.956
H 10.049 -0.648 -0.455
H 11.428 -1.231 0.500
C 4.178 -2.397 5.838
C 4.301 -2.049 7.298
O 3.486 -3.044 7.924
C 3.417 -4.109 7.085
O 2.959 -5.165 7.380
O 3.943 -3.811 5.876
H 5.079 -2.167 5.274
H 3.326 -1.908 5.361
H 5.324 -2.147 7.668
H 3.937 -1.050 7.524
C 6.699 3.302 3.072
C 6.832 3.640 4.535
O 6.018 2.647 5.157
C 5.938 1.587 4.313
O 5.479 0.535 4.604
O 6.459 1.894 3.098
H 7.599 3.528 2.502
H 5.846 3.797 2.603
H 7.857 3.535 4.898
H 6.473 4.639 4.772

***

[4]
46
Properties=species:S:1:pos:R:3 method="wB97M-V/def2-TZVPD" s_squared=0.77 homo_energy_ev="-11.288 / -11.239" e_above_lowest_kj_mol=200.00 charge=+1 homo_lumo_gap_ev="5.29 / 5.31" spin_multiplicity=2
Ir -0.242 -0.404 0.603
O 1.701 -0.672 0.487
C 2.691 0.060 0.127
C 4.000 -0.492 0.225
C 5.084 0.223 -0.172
C 4.956 1.553 -0.681
C 3.732 2.112 -0.781
C 2.556 1.393 -0.377
C 1.340 2.026 -0.457
N 0.176 1.519 -0.013
N -0.846 2.329 -0.145
C -1.962 1.808 0.459
O -1.878 0.754 1.146
C -3.221 2.513 0.303
C -3.282 3.735 -0.371
C -4.504 4.360 -0.535
C -5.656 3.773 -0.030
C -5.597 2.556 0.642
C -4.382 1.925 0.812
H 4.090 -1.496 0.618
H 6.068 -0.223 -0.106
H 5.837 2.103 -0.979
H 3.617 3.119 -1.161
H 1.288 3.027 -0.870
H -2.375 4.185 -0.749
H -4.558 5.307 -1.055
H -6.610 4.267 -0.158
H -6.501 2.103 1.023
H -4.311 0.978 1.329
F -2.130 -1.365 -0.334
B -1.984 -0.837 -1.699
F -0.546 -0.529 -1.703
F -2.266 -1.793 -2.610
F -2.676 0.337 -1.799
S -0.110 -2.066 2.251
C 0.782 -3.253 1.343
N 1.761 -3.921 1.990
C 2.556 -4.853 1.416
C 2.384 -5.171 0.103
C 1.349 -4.542 -0.602
C 0.549 -3.605 0.012
H 1.904 -3.689 2.966
H 3.303 -5.308 2.051
H 3.024 -5.904 -0.365
H 1.166 -4.798 -1.637
H -0.277 -3.147 -0.516

***

[5]
18
Properties=species:S:1:pos:R:3 method="wB97M-V/def2-TZVPD" smiles="O=CNCCCC[O-]" homo_energy_ev=-2.540 e_above_lowest_kj_mol=269.75 charge=-1 homo_lumo_gap_ev=6.12 spin_multiplicity=1
C 0.872 -0.009 -0.979
N 1.995 -0.802 -0.509
C 2.066 -1.306 0.761
O 3.099 -1.676 1.281
C 0.082 0.860 0.005
C -1.061 0.149 0.726
C -2.467 0.493 -0.120
O -2.723 1.772 -0.134
H 1.155 0.501 -1.911
H 0.054 -0.623 -1.427
H 2.869 -0.587 -0.971
H 1.095 -1.522 1.245
H -0.199 1.818 -0.427
H 0.810 1.228 0.763
H -0.907 -0.924 0.779
H -1.326 0.757 1.594
H -2.248 0.044 -1.138
H -3.165 -0.172 0.462

***

[6]
10
Properties=species:S:1:pos:R:3 method="wB97M-V/def2-TZVPD" homo_energy_ev="-6.052 / -6.757" e_above_lowest_kj_mol=106.19 charge=0 homo_lumo_gap_ev="5.47 / 5.96" spin_multiplicity=1
C 0.402 -1.109 -0.031
C 1.364 -0.032 -0.045
H 0.736 -2.118 -0.330
H 2.366 -0.172 0.372
Mg -2.225 1.200 0.303
C -1.061 -0.512 0.466
C 0.516 1.346 0.364
O -0.339 2.095 -0.299
H -1.432 -1.429 0.950
Li -0.328 0.731 -1.750

***

[7]
53
Properties=species:S:1:pos:R:3 method="wB97M-V/def2-TZVPD" homo_energy_ev="-14.487 / -14.487" e_above_lowest_kj_mol=123.86 charge=+2 homo_lumo_gap_ev="5.03 / 5.03" spin_multiplicity=1
W 0.252 -1.156 -1.162
O -4.857 -2.225 4.665
C -3.704 -1.576 4.801
O -3.574 -0.773 5.716
C -2.647 -1.693 3.744
C -1.343 -1.352 4.116
C -0.323 -1.382 3.190
C -0.636 -1.660 1.878
C -1.936 -1.957 1.449
C -2.941 -1.935 2.413
N 0.425 -1.599 0.949
C 1.697 -1.612 1.371
C 2.690 -1.351 0.411
C 4.007 -0.975 0.712
C 4.906 -0.689 -0.303
C 4.447 -0.858 -1.618
C 3.190 -1.345 -1.883
N 2.259 -1.372 -0.889
H -4.735 -3.105 4.267
H -1.200 -1.073 5.179
H 0.687 -1.092 3.491
H -2.143 -2.175 0.389
H -3.976 -2.125 2.157
H 1.986 -1.847 2.405
H 4.253 -0.943 1.757
H 5.916 -0.406 -0.082
H 5.089 -0.773 -2.466
H 2.911 -1.732 -2.861
S -2.700 -2.188 -4.503
As -0.759 -2.360 -3.802
S 0.073 -0.041 -3.065
S -0.730 -3.142 -1.569
S 0.769 -3.156 -4.896
C -2.861 1.148 -1.709
Si -1.100 1.064 -1.102
C -1.269 1.174 0.738
C -0.048 2.567 -1.558
C 0.734 3.218 -0.589
C 1.596 4.264 -0.944
C 1.829 4.544 -2.293
C 1.109 3.864 -3.246
C 0.095 2.992 -2.885
H -3.501 0.949 -0.855
H -2.983 0.428 -2.547
H -3.157 2.173 -2.073
H -1.536 2.215 0.925
H -0.359 0.960 1.301
H -2.156 0.621 1.031
H 0.727 2.896 0.486
H 2.060 4.821 -0.150
H 2.607 5.267 -2.586
H 1.376 3.948 -4.258
H -0.516 2.553 -3.648